Record 1
Molecular formula: C28H73F3MnN6O10S
Method: DFT, ωB97M-V/def2-TZVPD

energy above the lowest of the compared OMol25 structures with the same formula, charge and spin = 147.4 kcal per mole
LUMO level (alpha / beta) = -0.01756 / -0.03388 Eh
molar mass = 797.9 g/mol
expectation value of S² = 8.7549
spin multiplicity = 6
Kohn-Sham gap (alpha / beta) = 7.1 / 6.6 eV
E_HOMO (alpha / beta) = -7.548 / -7.545 eV

Structure (XYZ):
```
122
Properties=species:S:1:pos:R:3:forces:R:3
Mn -0.893 2.800 -0.446 3.564 -1.685 -0.029
C 1.036 -0.300 1.095 -0.022 -0.177 -1.039
C 0.719 -0.239 -0.432 -1.073 0.385 0.219
C -0.259 -1.284 -0.887 -0.798 -1.146 -0.199
O 0.226 1.029 -0.791 -0.606 0.643 0.167
H 0.103 -0.334 1.657 -0.233 0.678 0.075
H 1.667 0.569 1.276 -0.227 0.085 0.471
H 1.540 -1.193 1.465 0.405 -0.196 -0.499
H 1.576 -0.538 -1.036 0.793 0.496 0.217
H -0.378 -1.320 -1.970 0.215 0.355 -0.160
H -1.278 -1.155 -0.520 -0.057 0.092 0.453
H 0.062 -2.296 -0.642 0.079 -0.167 0.329
C 2.171 6.072 0.418 0.405 -0.869 0.355
F 1.568 6.516 1.585 0.137 -0.254 -1.956
F 1.562 6.537 -0.734 0.621 0.009 2.140
F 3.452 6.537 0.485 -1.587 -0.381 -0.492
S 2.219 4.129 0.291 4.816 1.286 -2.556
O 3.075 3.756 1.424 -1.725 0.170 -0.958
O 0.839 3.666 0.367 -2.049 0.088 0.421
O 2.807 3.990 -1.062 -1.698 0.381 3.094
C -3.070 0.855 2.519 -1.814 -0.181 1.318
C -2.641 1.347 1.163 -2.269 -1.700 -0.012
C -3.550 2.149 0.202 -0.860 -0.320 1.046
O -2.832 2.197 -0.994 0.865 0.733 -1.166
C -2.991 1.037 -1.758 -0.494 -1.907 -2.089
N -1.548 2.190 1.459 0.315 1.277 0.503
H -2.423 0.063 2.897 0.019 -0.177 -0.396
H -4.106 0.543 2.650 -0.043 -0.356 -0.390
H -2.956 1.624 3.283 -0.053 0.395 -0.039
H -2.274 0.443 0.677 0.006 0.241 -0.614
H -3.684 3.172 0.554 0.323 0.203 0.160
H -4.567 1.874 -0.080 -0.040 -0.875 0.594
H -3.973 0.969 -2.226 -0.368 0.561 0.194
H -2.877 0.064 -1.280 0.224 0.395 0.860
H -2.301 0.955 -2.598 0.357 0.719 0.276
H -1.196 1.695 2.267 2.343 0.043 0.174
H -2.008 2.909 1.999 0.131 1.062 0.045
C -2.257 -2.900 3.721 1.009 0.524 1.085
C -1.399 -3.475 2.580 -0.885 -2.114 0.146
C 0.075 -3.818 2.959 -1.361 1.116 0.057
O 0.106 -4.478 4.205 0.315 0.393 0.376
C 1.252 -4.077 4.917 0.668 0.334 0.833
N -2.126 -4.740 2.202 0.334 0.698 -0.215
H -2.059 -1.837 3.853 -0.120 0.185 -0.046
H -1.971 -3.329 4.681 0.462 -0.200 -0.009
H -3.332 -3.079 3.756 0.043 0.026 -1.105
H -1.355 -2.783 1.739 -0.192 -0.125 -0.203
H 0.564 -2.844 2.972 0.518 0.077 0.436
H 0.576 -4.415 2.197 -0.176 -0.136 -0.250
H 1.285 -4.307 5.982 -0.684 -1.165 -0.083
H 1.329 -2.999 5.059 -0.036 0.461 -0.916
H 2.154 -4.483 4.460 0.166 0.138 -0.072
H -1.948 -5.378 2.964 -0.198 -0.200 0.345
H -1.678 -5.192 1.418 0.161 0.078 -0.349
C 0.048 0.828 -4.177 0.639 -1.289 -0.494
C 1.406 1.504 -4.248 -1.104 1.778 -2.003
C 1.478 2.235 -5.610 1.152 0.499 0.485
O 2.699 2.965 -5.685 1.326 -1.413 0.106
C 3.134 3.353 -6.998 -2.615 0.990 1.357
N 1.575 2.436 -3.150 -0.364 -0.918 0.380
H -0.041 0.416 -3.172 -0.429 0.026 -0.044
H 0.123 0.004 -4.885 -0.524 -0.392 -0.065
H -0.811 1.431 -4.471 0.097 0.345 0.187
H 2.175 0.731 -4.276 0.261 0.137 0.454
H 0.699 2.993 -5.696 -0.649 -0.094 0.039
H 1.373 1.511 -6.418 0.058 -0.115 -0.269
H 3.901 4.114 -6.853 0.327 -0.588 -0.278
H 2.222 3.887 -7.265 0.126 0.582 -1.312
H 3.266 2.573 -7.747 0.600 -0.272 0.345
H 0.777 3.053 -3.103 -0.268 1.272 -1.171
H 1.142 1.844 -2.456 1.146 -0.364 1.735
C -6.696 -3.935 -4.180 0.883 1.596 -2.014
C -5.464 -4.870 -4.223 -1.522 1.438 2.084
C -4.215 -4.171 -3.632 0.522 -0.177 -0.053
O -3.854 -2.998 -4.377 -1.321 -0.779 -0.928
C -2.626 -2.433 -4.128 1.582 0.294 0.515
N -5.876 -6.039 -3.440 1.314 -1.177 -0.107
H -7.318 -3.871 -3.287 0.244 -0.756 0.042
H -7.270 -4.085 -5.094 -0.612 -0.391 0.299
H -6.363 -2.910 -4.347 0.185 0.310 0.074
H -5.153 -5.163 -5.226 -0.442 -0.028 -0.069
H -3.469 -4.965 -3.678 0.669 0.209 -0.037
H -4.261 -3.834 -2.597 -0.594 -0.350 0.366
H -1.770 -3.085 -4.301 -0.023 -0.609 0.004
H -2.497 -2.058 -3.113 -0.274 -0.074 0.529
H -2.382 -1.574 -4.753 -0.797 0.040 -0.393
H -6.735 -6.441 -3.788 0.055 0.086 -0.261
H -6.039 -5.859 -2.459 0.160 0.420 -0.013
C 5.012 -0.445 -0.455 1.902 -0.392 0.654
C 4.675 1.000 -0.656 -1.620 -0.080 0.478
C 5.870 1.957 -0.852 -0.651 -0.828 -1.128
O 5.439 3.205 -1.302 0.726 1.045 -0.170
C 6.472 4.208 -1.235 -1.169 -0.407 1.082
N 3.759 1.065 -1.770 -0.054 0.121 -1.437
H 4.169 -1.091 -0.212 -0.175 0.287 -0.102
H 5.740 -0.526 0.353 0.133 -0.334 0.319
H 5.525 -0.833 -1.335 -0.066 -0.173 -0.206
H 4.055 1.255 0.203 0.301 0.723 0.314
H 6.412 1.545 -1.704 0.695 -0.549 -0.014
H 6.530 1.991 0.014 -0.041 0.086 0.309
H 6.098 5.135 -1.670 -0.168 -0.238 -0.086
H 7.449 3.981 -1.663 -0.067 -0.539 -0.354
H 6.599 4.361 -0.163 0.460 0.440 0.164
H 4.128 0.479 -2.504 0.627 0.211 -0.628
H 2.894 0.562 -1.628 -0.235 0.442 0.867
C 1.985 0.705 5.218 -0.817 -1.794 -0.784
C 0.553 0.526 4.643 -0.462 -0.019 2.090
C -0.522 0.489 5.807 1.527 -0.448 -0.716
O -0.200 -0.591 6.615 0.213 -0.854 1.256
C -1.033 -0.670 7.799 0.201 0.137 -1.854
N 0.212 1.627 3.818 -0.567 1.290 -0.826
H 1.985 1.241 6.167 0.236 0.087 -0.223
H 2.623 1.102 4.429 0.024 0.539 0.272
H 2.342 -0.319 5.323 0.356 0.058 0.746
H 0.457 -0.385 4.052 0.124 -0.216 0.137
H -1.543 0.402 5.433 -0.226 0.161 -0.301
H -0.419 1.352 6.464 -0.146 0.816 -0.433
H -0.439 -1.112 8.599 -0.372 -0.089 -0.100
H -1.897 -1.232 7.445 -0.178 -0.474 0.789
H -1.414 0.320 8.046 0.265 0.167 0.376
H 0.983 1.786 3.185 0.085 0.015 -0.598
H 0.291 2.432 4.424 -0.296 0.576 0.069
```
Positions in Å, forces in eV/Å.

***

Record 2
Molecular formula: C11H15NO3
Method: DFT, ωB97M-V/def2-TZVPD

energy above the lowest of the compared OMol25 structures with the same formula, charge and spin = 73.0 kcal per mole
LUMO level (alpha / beta) = 0.02922 / -0.02411 Eh
molar mass = 209.2 g/mol
expectation value of S² = 2.0316
spin multiplicity = 3
Kohn-Sham gap (alpha / beta) = 6.1 / 8.4 eV
E_HOMO (alpha / beta) = -5.257 / -9.090 eV

Structure (XYZ):
```
30
Properties=species:S:1:pos:R:3:forces:R:3
C 0.327 1.453 -1.210 1.483 1.292 -0.644
C 0.706 1.244 0.185 0.803 -1.044 1.849
C -0.710 0.870 -1.688 -1.261 0.952 -1.762
C -1.678 0.501 -2.470 -2.228 -0.226 0.310
C -4.402 0.424 1.254 1.910 -0.161 -0.359
C -3.081 0.681 1.454 1.241 -3.492 0.377
C -2.096 -0.426 1.410 -5.204 1.511 -0.343
C 0.012 -0.985 0.384 1.051 -2.489 -0.636
C 1.283 -0.223 0.296 0.669 1.165 -2.715
C 3.492 0.134 1.270 -0.636 -0.805 1.360
C 2.182 -1.707 -1.252 -0.848 0.397 -0.709
N -0.858 -0.199 1.018 2.227 1.740 0.782
O -0.392 1.153 1.038 -1.915 0.034 0.967
O 2.170 -0.541 1.266 1.798 -0.115 1.943
O 1.942 -0.331 -0.957 -0.061 -2.204 0.269
H 1.064 1.943 -1.892 -0.828 -0.390 0.598
H 1.323 1.997 0.681 0.200 -0.031 -0.577
H -2.714 0.947 -2.621 1.737 0.079 0.447
H -1.681 -0.503 -2.830 0.301 -0.741 -0.464
H -5.062 1.208 1.229 -1.649 1.721 0.267
H -4.683 -0.437 0.715 -0.428 -1.199 -0.070
H -2.697 1.617 1.725 0.280 1.315 0.297
H -2.516 -1.406 1.162 0.432 0.137 0.126
H -0.244 -2.039 0.083 0.401 1.573 0.405
H 4.061 -0.220 2.207 -1.195 0.381 -1.432
H 3.279 1.199 1.394 0.481 -0.035 -0.321
H 4.100 -0.122 0.390 -0.471 0.282 0.175
H 2.833 -1.652 -2.041 1.896 0.006 -2.058
H 1.360 -2.303 -1.688 -0.412 0.617 0.652
H 2.682 -2.277 -0.510 0.223 -0.271 1.266
```
Positions in Å, forces in eV/Å.

***

Record 3
Molecular formula: C41H63N3O3PtSi
Method: DFT, ωB97M-V/def2-TZVPD

energy above the lowest of the compared OMol25 structures with the same formula, charge and spin = 0.0 kcal per mole
LUMO level (alpha / beta) = 0.01752 / -0.04803 Eh
molar mass = 869.1 g/mol
expectation value of S² = 2.0780
spin multiplicity = 3
Kohn-Sham gap (alpha / beta) = 7.1 / 5.7 eV
E_HOMO (alpha / beta) = -6.621 / -6.984 eV

Structure (XYZ):
```
112
Properties=species:S:1:pos:R:3:forces:R:3
Pt 0.786 0.260 0.735 -0.037 -0.100 0.038
C 1.694 -5.670 4.916 0.004 -0.001 0.005
C 1.620 -5.703 3.383 0.000 0.002 -0.013
C 3.025 -5.957 2.839 0.005 0.002 -0.002
C 0.719 -6.865 2.943 -0.004 -0.003 0.000
C 1.036 -4.388 2.873 -0.017 -0.011 0.013
C 1.726 -3.545 2.045 -0.007 0.038 0.002
C 1.143 -2.330 1.620 -0.034 -0.010 0.005
N 1.707 -1.413 0.783 0.005 -0.005 -0.031
C 2.831 -1.461 -0.035 -0.006 -0.005 0.045
C 3.520 -2.615 -0.412 0.004 0.015 0.006
C 4.629 -2.536 -1.232 -0.009 -0.002 0.011
C 5.022 -1.269 -1.672 0.002 0.006 -0.003
C 4.332 -0.096 -1.383 0.016 -0.004 0.000
C 3.179 -0.192 -0.576 -0.018 0.019 -0.015
O 2.394 0.855 -0.336 0.012 0.002 -0.019
C 4.771 1.247 -1.968 -0.009 0.005 -0.012
C 4.939 2.292 -0.855 0.003 -0.008 0.011
C 6.110 1.149 -2.703 0.000 0.005 -0.006
C 3.718 1.716 -2.984 -0.004 0.002 -0.002
C 5.361 -3.820 -1.628 0.004 -0.005 0.002
C 5.829 -4.555 -0.364 -0.001 -0.004 -0.002
C 6.585 -3.542 -2.500 0.009 0.000 0.003
C 4.409 -4.731 -2.416 -0.001 -0.004 -0.003
C -0.137 -1.923 2.119 0.030 -0.028 -0.001
O -0.603 -0.739 1.807 0.009 0.033 -0.027
C -0.871 -2.822 2.944 0.005 0.024 0.000
C -0.267 -4.010 3.281 0.014 -0.014 -0.005
C -2.273 -2.453 3.429 -0.006 -0.006 -0.008
C -2.881 -3.549 4.305 -0.006 -0.001 0.002
C -2.227 -1.163 4.262 0.006 0.003 0.007
C -3.191 -2.263 2.212 0.003 -0.001 -0.013
H 2.104 -6.609 5.295 0.000 -0.002 0.000
H 0.709 -5.530 5.363 -0.001 0.001 -0.001
H 2.335 -4.854 5.253 0.001 0.001 -0.002
H 3.399 -6.907 3.226 0.000 -0.001 0.001
H 3.725 -5.176 3.143 0.001 -0.002 0.002
H 3.029 -6.020 1.748 -0.004 0.002 -0.001
H 1.125 -7.814 3.300 0.001 0.001 0.001
H 0.651 -6.909 1.854 0.001 0.000 -0.001
H -0.293 -6.765 3.339 0.000 -0.001 -0.001
H 2.740 -3.767 1.763 0.032 0.000 -0.034
H 3.151 -3.579 -0.101 -0.015 -0.028 0.035
H 5.900 -1.196 -2.294 -0.001 0.001 -0.001
H 5.716 1.976 -0.155 -0.002 0.000 0.001
H 4.017 2.439 -0.299 -0.005 0.000 -0.007
H 5.247 3.247 -1.290 -0.002 0.003 0.001
H 6.909 0.801 -2.045 0.002 0.001 0.001
H 6.387 2.141 -3.067 0.000 0.000 0.000
H 6.059 0.485 -3.568 -0.004 -0.003 0.001
H 2.732 1.767 -2.528 0.030 0.003 -0.005
H 3.669 1.021 -3.825 -0.002 -0.003 -0.002
H 3.978 2.704 -3.371 0.007 -0.001 -0.001
H 6.498 -3.924 0.223 0.002 0.001 -0.001
H 6.362 -5.470 -0.630 0.000 -0.002 -0.002
H 4.987 -4.832 0.273 0.002 0.000 0.003
H 7.317 -2.919 -1.981 -0.002 0.004 0.000
H 6.312 -3.047 -3.434 0.000 -0.003 -0.002
H 7.072 -4.486 -2.755 0.000 -0.002 0.001
H 3.518 -4.980 -1.837 -0.002 0.004 0.000
H 4.910 -5.665 -2.683 0.002 0.000 -0.001
H 4.084 -4.244 -3.338 0.002 -0.004 -0.002
H -0.805 -4.695 3.920 0.000 0.003 -0.003
H -2.296 -3.718 5.211 0.001 0.001 -0.001
H -2.973 -4.496 3.768 -0.002 0.000 -0.001
H -3.883 -3.243 4.610 -0.001 0.000 0.000
H -1.585 -1.297 5.136 0.001 0.000 0.001
H -3.233 -0.919 4.615 -0.002 -0.001 0.000
H -1.849 -0.326 3.680 -0.004 -0.003 0.004
H -3.277 -3.199 1.655 -0.004 -0.002 -0.001
H -2.805 -1.496 1.544 -0.008 -0.024 0.018
H -4.192 -1.970 2.540 0.001 0.003 -0.001
C -3.407 0.725 -0.341 0.015 0.006 -0.004
Si -3.233 -0.384 -1.836 0.044 0.007 -0.003
C -3.811 0.568 -3.350 -0.020 -0.011 0.009
C -4.252 -1.936 -1.605 -0.026 0.008 0.004
N -1.535 -0.755 -1.965 -0.034 -0.041 -0.028
C -0.860 -1.483 -2.838 0.041 0.006 0.049
C 0.553 -1.623 -2.652 0.043 -0.062 0.011
C 1.329 -2.334 -3.535 -0.013 -0.001 0.005
C 0.741 -2.948 -4.642 -0.008 0.007 0.000
C -0.640 -2.851 -4.850 0.007 -0.005 0.007
C -1.429 -2.144 -3.976 0.003 0.014 -0.007
H -4.431 0.728 0.038 -0.006 0.009 0.003
H -3.142 1.755 -0.596 0.013 0.000 -0.001
H -2.740 0.395 0.460 0.000 0.016 -0.020
H -4.830 0.933 -3.199 0.002 0.003 -0.003
H -3.803 -0.037 -4.257 0.003 -0.007 -0.005
H -3.170 1.436 -3.523 0.009 0.000 0.003
H -5.301 -1.670 -1.452 -0.003 -0.018 0.002
H -3.918 -2.491 -0.727 0.015 0.001 0.013
H -4.196 -2.603 -2.467 0.007 0.005 -0.004
H 0.991 -1.175 -1.770 -0.095 0.121 -0.057
H 2.395 -2.420 -3.359 -0.003 0.002 0.003
H 1.350 -3.509 -5.339 0.000 -0.002 -0.002
H -1.087 -3.339 -5.706 -0.001 -0.001 0.000
H -2.496 -2.073 -4.140 -0.006 0.009 -0.001
C -1.274 4.430 -1.598 -0.002 -0.004 0.001
N -0.727 3.241 -0.955 0.004 0.007 -0.003
C -0.017 2.266 -1.787 0.003 0.000 0.018
C -0.758 3.049 0.363 -0.024 -0.049 -0.085
C -1.373 4.069 1.282 -0.006 -0.012 -0.001
O -0.282 2.043 0.917 0.088 0.088 0.128
H -1.385 4.222 -2.658 0.006 0.005 0.003
H -0.617 5.295 -1.485 -0.003 0.000 0.006
H -2.259 4.674 -1.208 -0.007 0.003 -0.004
H -0.136 2.549 -2.830 -0.001 -0.004 -0.004
H -0.424 1.265 -1.636 -0.005 0.001 -0.015
H 1.041 2.245 -1.533 -0.024 0.016 -0.002
H -1.894 4.883 0.792 -0.001 -0.003 -0.008
H -0.569 4.481 1.892 -0.006 0.000 0.002
H -2.052 3.544 1.952 -0.005 -0.001 0.000
```
Positions in Å, forces in eV/Å.

***

Which of these has the lowest molar mass?
C11H15NO3